# 1
Density functional theory data (the ωB97M-V functional and the def2-TZVPD basis) for C44H39GaN3O4PS2 as an isolated structure.

Computed properties:
- DFT total energy (eV) = -142241.0012
- 2S+1 = 1
- LUMO (Ha) = -0.200
- total charge = +2
- HOMO-LUMO gap (eV) = 7.26
- HOMO level (eV) = -12.69

Last column: Löwdin charge in e.
Cartesian coordinates (Å):
1 Ga 1.128 -0.225 -0.601  0.751
2 O 3.220 1.110 0.978  -0.095
3 N 3.124 -0.279 0.731  -0.128
4 C 4.266 -0.716 0.347  -0.067
5 C 4.601 -2.097 0.021  -0.199
6 C 5.960 -2.402 0.135  -0.013
7 C 6.420 -3.694 -0.048  -0.036
8 C 5.522 -4.701 -0.359  -0.032
9 C 4.174 -4.405 -0.503  -0.068
10 C 3.700 -3.111 -0.324  -0.287
11 P 1.929 -2.770 -0.545  0.964
12 C 1.410 -3.718 -1.993  -0.382
13 C 2.264 -3.909 -3.078  -0.088
14 C 1.787 -4.505 -4.236  -0.060
15 C 0.460 -4.900 -4.325  -0.059
16 C -0.397 -4.690 -3.253  -0.061
17 C 0.073 -4.096 -2.094  -0.099
18 C 1.159 -3.531 0.915  -0.354
19 C 0.937 -2.705 2.018  -0.123
20 C 0.393 -3.223 3.184  -0.076
21 C 0.058 -4.568 3.252  -0.068
22 C 0.275 -5.394 2.156  -0.061
23 C 0.825 -4.881 0.991  -0.079
24 H 2.741 1.252 1.807  0.108
25 H 5.089 -0.003 0.327  0.148
26 H 6.660 -1.615 0.386  0.122
27 H 7.474 -3.912 0.053  0.121
28 H 5.868 -5.716 -0.500  0.121
29 H 3.484 -5.194 -0.774  0.115
30 H 3.302 -3.608 -3.023  0.108
31 H 2.457 -4.663 -5.070  0.114
32 H 0.095 -5.369 -5.228  0.114
33 H -1.435 -4.990 -3.316  0.111
34 H -0.606 -3.932 -1.266  0.094
35 H 1.222 -1.660 1.978  0.070
36 H 0.236 -2.580 4.041  0.114
37 H -0.367 -4.975 4.159  0.117
38 H 0.022 -6.444 2.213  0.116
39 H 0.986 -5.531 0.140  0.112
40 O -3.065 0.476 0.823  -0.766
41 S -2.139 1.557 0.041  1.103
42 C -3.110 1.930 -1.368  -0.408
43 C -2.411 2.118 -2.554  -0.068
44 C -3.129 2.456 -3.693  -0.042
45 C -4.509 2.572 -3.628  -0.031
46 C -5.193 2.367 -2.431  -0.034
47 C -4.496 2.056 -1.281  -0.049
48 C -2.352 2.981 1.087  -0.378
49 C -2.653 2.811 2.430  -0.049
50 C -2.687 3.935 3.243  -0.030
51 C -2.401 5.185 2.719  -0.044
52 C -2.094 5.333 1.372  -0.046
53 C -2.067 4.227 0.539  -0.074
54 H -1.334 2.001 -2.578  0.104
55 H -2.613 2.616 -4.628  0.119
56 H -5.065 2.826 -4.520  0.122
57 H -6.270 2.462 -2.399  0.123
58 H -5.006 1.916 -0.335  0.130
59 H -2.871 1.834 2.839  0.108
60 H -2.932 3.824 4.290  0.122
61 H -2.405 6.058 3.356  0.108
62 H -1.873 6.316 0.979  0.123
63 H -1.841 4.333 -0.515  0.120
64 S -2.358 -0.922 1.446  0.991
65 C -3.152 -2.208 0.508  -0.490
66 C -4.108 -1.970 -0.468  -0.080
67 C -4.708 -3.050 -1.099  -0.060
68 C -4.378 -4.350 -0.745  -0.067
69 C -3.432 -4.574 0.245  -0.066
70 C -2.806 -3.507 0.872  -0.113
71 H -4.390 -0.961 -0.735  0.094
72 H -5.453 -2.869 -1.862  0.114
73 H -4.864 -5.185 -1.232  0.113
74 H -3.175 -5.583 0.536  0.115
75 H -2.070 -3.690 1.649  0.089
76 O -0.179 7.162 3.472  -0.043
77 C 1.133 6.624 3.509  -0.222
78 N 1.437 6.108 2.208  0.103
79 C 1.321 4.796 1.893  -0.443
80 O 1.019 3.931 2.697  0.071
81 C 1.619 4.435 0.469  -0.107
82 C 2.379 5.185 -0.421  0.012
83 C 2.594 4.687 -1.698  -0.027
84 C 2.044 3.458 -2.033  -0.120
85 N 1.322 2.728 -1.181  0.008
86 C 1.129 3.218 0.031  -0.166
87 H -0.309 7.716 4.250  0.102
88 H 1.211 5.799 4.220  0.132
89 H 1.858 7.404 3.757  0.135
90 H 1.535 6.780 1.464  0.139
91 H 2.830 6.125 -0.131  0.122
92 H 3.189 5.231 -2.417  0.116
93 H 2.200 3.034 -3.018  0.115
94 H 0.568 2.608 0.734  0.084

# 2
Density functional theory data (the ωB97M-V functional and the def2-TZVPD basis) for C44H40As2Cl2N6O12Tl as an isolated structure.

Computed properties:
- DFT total energy (eV) = -231202.6737
- 2S+1 = 1
- LUMO (Ha) = 0.079
- total charge = -1
- HOMO-LUMO gap (eV) = 6.67
- HOMO level (eV) = -4.53

Last column: Löwdin charge in e.
Cartesian coordinates (Å):
1 Tl 0.003 -0.069 -1.633  0.872
2 Cl -0.761 4.799 3.464  0.639
3 C -0.684 4.082 1.881  -0.682
4 C -0.360 2.737 1.780  -0.059
5 C -0.315 2.085 0.549  -0.215
6 N -0.027 0.729 0.419  -0.003
7 C -0.453 -0.176 1.386  -0.444
8 O 0.289 -0.038 2.610  -0.053
9 C -0.231 -1.667 1.056  -0.186
10 C 2.030 -2.569 0.725  -0.357
11 C 1.822 -4.003 0.198  -0.400
12 C 0.424 -4.309 -0.268  -0.039
13 C -0.709 -3.607 -0.194  -0.106
14 N -0.936 -2.286 0.225  0.159
15 C -0.578 2.841 -0.630  -0.193
16 C -0.886 4.193 -0.505  -0.028
17 C -0.947 4.812 0.738  -0.683
18 Cl -1.367 6.498 0.816  0.626
19 N -0.516 2.164 -1.852  0.042
20 C -0.955 2.653 -3.005  -0.467
21 O -1.496 3.735 -3.256  0.016
22 C -0.710 1.724 -4.188  -0.170
23 C -1.264 2.038 -5.424  0.006
24 C -1.014 1.206 -6.498  -0.054
25 C -0.192 0.099 -6.322  -0.056
26 C 0.325 -0.139 -5.062  -0.130
27 N 0.060 0.652 -4.022  0.063
28 H -0.156 2.182 2.682  0.096
29 H 3.017 -2.527 1.186  0.079
30 H 2.007 -4.677 1.032  0.127
31 H 0.326 -5.291 -0.726  0.111
32 H -1.608 -4.054 -0.605  0.113
33 H -1.105 4.762 -1.393  0.095
34 H -1.874 2.927 -5.496  0.115
35 H -1.449 1.414 -7.468  0.105
36 H 0.034 -0.574 -7.139  0.102
37 H 0.962 -0.991 -4.859  0.115
38 C -1.413 -3.322 -4.575  -0.026
39 C -1.522 -2.308 -3.454  -0.500
40 O -0.421 -2.020 -2.882  -0.193
41 C -2.784 -1.844 -3.121  -0.038
42 C -3.165 -0.970 -2.056  -0.317
43 C -4.640 -0.854 -1.771  -0.029
44 N -2.326 -0.316 -1.303  -0.003
45 N -2.944 0.497 -0.369  0.115
46 C -2.703 0.640 0.869  -0.255
47 O -1.836 0.019 1.740  0.049
48 C -3.544 1.640 1.603  -0.118
49 C -3.343 1.879 2.959  -0.025
50 C -4.113 2.813 3.638  -0.084
51 C -5.096 3.523 2.968  -0.095
52 C -5.297 3.299 1.611  -0.083
53 C -4.528 2.368 0.934  -0.019
54 H -0.559 -3.068 -5.206  0.067
55 H -2.317 -3.361 -5.183  0.071
56 H -1.224 -4.310 -4.149  0.081
57 H -3.606 -2.247 -3.696  0.083
58 H -5.219 -1.423 -2.496  0.068
59 H -4.948 0.192 -1.793  0.077
60 H -4.856 -1.226 -0.768  0.087
61 H -2.562 1.343 3.476  0.092
62 H -3.927 2.996 4.689  0.101
63 H -5.696 4.255 3.495  0.096
64 H -6.047 3.866 1.073  0.098
65 H -4.660 2.209 -0.128  0.105
66 C 3.936 1.641 -3.452  -0.034
67 O 3.871 0.806 -2.290  -0.080
68 C 3.089 1.241 -1.271  -0.601
69 O 2.449 2.254 -1.310  0.119
70 C 3.000 0.228 -0.151  -0.388
71 C 3.464 0.525 1.075  -0.294
72 As 3.209 -0.368 2.828  1.375
73 C 2.637 1.240 3.806  -0.251
74 C 1.263 -1.051 2.825  -0.346
75 C 0.950 -2.213 1.804  -0.204
76 As 2.259 -1.387 -0.913  1.299
77 C 2.843 -4.413 -0.877  -0.114
78 C 0.523 -3.402 2.680  -0.450
79 O -0.610 -3.627 3.012  0.138
80 O 1.593 -3.999 3.219  -0.038
81 C 1.387 -4.852 4.352  -0.013
82 C 1.166 -1.483 4.318  -0.510
83 O 2.138 -1.920 4.884  0.051
84 O 0.034 -1.417 5.026  0.011
85 C -1.271 -1.071 4.540  -0.019
86 C 4.504 1.570 1.264  -0.519
87 O 5.061 1.759 2.325  0.037
88 O 4.854 2.247 0.158  -0.052
89 C 5.872 3.233 0.308  -0.029
90 H 3.806 1.001 -4.322  0.088
91 H 4.916 2.116 -3.484  0.089
92 H 3.159 2.400 -3.423  0.089
93 H 3.514 1.774 4.153  0.019
94 H 2.033 0.940 4.661  0.035
95 H 2.047 1.879 3.151  0.028
96 H 3.853 -4.132 -0.573  0.077
97 H 2.633 -3.940 -1.835  0.041
98 H 2.810 -5.497 -1.013  0.077
99 H 2.038 -4.485 5.141  0.092
100 H 1.660 -5.868 4.073  0.092
101 H 0.350 -4.821 4.669  0.093
102 H -1.945 -1.343 5.348  0.101
103 H -1.533 -1.630 3.647  0.083
104 H -1.336 -0.009 4.341  0.073
105 H 6.328 3.352 -0.672  0.090
106 H 6.610 2.918 1.040  0.087
107 H 5.429 4.177 0.623  0.100